Here is a structure of composition C37H59HfN10O9PS from the OMol25 dataset. Energies are from wB97M-V/def2-TZVPD.

XYZ file:
```
118
Properties=species:S:1:pos:R:3:mulliken_charge:R:1
C -0.0981 1.8122 6.0857 -0.882
N -1.8952 1.4442 -0.4275 0.754
H -4.5631 -9.8341 2.7947 0.342
H 4.7453 -3.4384 0.5749 0.401
C -5.3536 0.9312 0.5788 -0.851
H 4.1208 1.8943 0.7337 0.340
H 0.2549 -1.3584 3.1280 0.627
H -7.2205 0.4793 1.5181 0.400
O -0.8393 -0.7606 -2.1405 0.971
H -3.7666 -4.2891 2.2592 0.540
C 3.8826 -2.7865 0.7373 -0.712
N 3.8701 0.0715 -0.2398 0.931
Hf -0.3513 0.1470 0.7179 2.121
H -1.0852 1.7787 5.6307 0.237
P 2.7597 -0.9536 -0.9168 -2.119
H -3.4599 -1.6518 -0.3717 -0.567
C -1.5309 -0.2093 -3.2577 -0.910
C -5.5395 -0.0252 2.7564 -0.568
O -2.0189 0.3242 1.9585 -1.256
C 3.6040 0.9421 0.8870 -0.627
H -0.8338 -0.1232 -4.1043 0.367
C 3.8947 -1.4474 -3.3634 -1.226
H 3.4951 -4.3091 -1.5445 0.343
C -3.0776 -8.2721 2.8129 -0.363
H -3.6935 2.1772 -1.0448 0.413
H -2.4636 -2.0332 3.4865 -0.230
H 1.7518 -1.3797 2.1936 0.353
H 2.7866 1.0954 -3.2874 0.319
H -3.8297 -3.3843 -0.2513 0.554
H -3.1053 -5.6966 0.2110 0.284
H -0.3884 -2.6759 -1.5967 -0.034
H -2.5327 -1.6679 5.2226 0.470
H 2.5397 1.1444 0.9710 -0.153
H 4.6560 -0.6882 -3.5807 0.284
N -1.8370 -3.7682 1.6587 1.102
H 3.8068 4.8947 -1.8049 0.413
C 1.1223 4.6789 -3.8519 -0.801
H 3.0108 5.6834 -4.0060 0.415
C -3.4881 -2.5064 0.2993 -1.365
H -1.8900 0.7824 -2.9922 0.434
H 4.3635 -2.2804 -2.8425 0.414
H -3.4866 -1.0473 -2.9188 0.218
C -2.1219 -2.7351 0.8524 -0.141
C -6.1428 0.4611 1.5976 -0.890
C 2.0238 3.7868 -1.3850 0.017
H 0.0451 2.7861 6.5594 0.333
O -0.2183 -5.9033 2.4943 -0.834
C -2.6223 -1.2391 -3.5555 -0.778
H -0.6713 3.5769 -3.4146 0.415
N 0.9147 1.5858 5.0647 0.086
H 3.9693 0.5005 1.8237 0.315
H -1.8540 -6.4313 1.2366 0.444
H 0.8489 -2.8091 0.5591 -0.835
C -0.4495 -3.7088 1.9790 -1.124
C 2.1346 0.2160 -3.2204 -0.883
C -4.1649 -0.0608 2.9036 -0.203
H -2.5723 -3.1476 -2.4868 0.030
N 0.2979 -4.7729 2.2196 0.885
H -4.2130 -2.3042 1.0884 0.371
C 0.7608 3.4178 -1.8352 0.483
N 2.7992 -0.9104 -2.5780 1.004
C 2.8281 4.6037 -2.1626 -0.812
H -2.4331 -5.0544 3.1359 0.535
H 3.5034 -1.8104 -4.3172 0.319
H 3.1676 -3.2982 1.3877 0.035
O 1.3835 -0.5211 -0.5087 2.362
C -3.1760 1.5244 -0.3411 -1.060
H 0.1961 -2.1819 -3.2059 0.241
N -1.3140 2.3194 -1.3447 -1.058
N 3.2738 -2.4756 -0.5573 0.330
H 1.2398 0.4757 -2.6630 -0.242
C 0.5772 1.5355 3.8055 0.305
C -3.9847 -9.2603 3.5172 -1.317
H -1.6222 -0.6054 4.1081 -0.212
H 5.8265 -0.4177 0.3774 0.400
H -4.6729 -8.7409 4.1813 0.347
O 1.5615 -4.6207 2.1766 -0.809
H -1.7490 -3.1979 -4.0388 0.413
C -0.6424 -2.1255 -2.4974 -0.271
O 0.4863 1.9631 0.0254 -1.004
H 2.4077 0.7486 6.2563 0.329
O -5.0164 -6.5079 2.6147 -0.706
C 2.6922 -3.6504 -1.1999 -0.953
C -2.5058 -1.2308 4.2258 0.220
H 5.4307 -0.8613 -1.2837 0.313
H 2.9015 1.1577 4.6071 0.165
C 5.2826 -0.1015 -0.5202 -1.177
O -3.7093 -0.4806 4.1205 -0.540
N -1.1033 -1.9696 0.5663 0.269
S -4.0384 -7.1674 1.7818 1.323
H 1.8431 -0.0766 -4.2317 0.358
H 2.0898 -3.3515 -2.0559 0.308
C -2.7818 -4.7453 2.1518 -1.491
C -3.3232 0.3698 1.8417 0.679
H 5.7168 0.8396 -0.8709 0.313
C -3.9539 0.8867 0.6837 0.842
C -0.0714 2.5105 -1.0083 0.092
C 0.3120 3.8696 -3.0744 -0.400
H 2.3599 3.4254 -0.4242 0.401
O -4.4953 -7.8962 0.6248 -0.721
C -1.9501 -2.5722 -3.1701 -0.620
C 2.3090 1.4855 5.4578 -0.785
H -3.3853 -9.9526 4.1060 0.389
H -6.1389 -0.3850 3.5821 0.495
C -2.8377 -5.9560 1.2348 -0.709
H -2.9564 -1.2120 -4.5912 0.416
H 2.0778 -4.2105 -0.4901 0.209
C 0.1021 -2.4939 1.2994 1.755
H 2.6850 2.4493 5.8097 0.322
H -2.3648 -8.7629 2.1517 0.412
H -2.5234 -7.6431 3.5103 0.329
H -0.0334 1.0304 6.8444 0.332
C 0.6640 -1.3180 2.1131 -0.988
H 0.7726 5.0247 -4.8155 0.403
N 0.2821 1.4867 2.6900 -0.451
C 2.3810 5.0478 -3.3976 -0.388
H 4.2241 -1.8745 1.2234 0.221
H -5.7972 1.3493 -0.3161 0.449
```

Results
E_tot   -94086.88413 eV
Frontier orbital gap   6.13 eV
Relative energy (zero: lowest compared OMol25 entry of this formula, charge and spin)   0.0 kcal/mol
HOMO energy   -6.2 eV
LUMO energy   0.0 eV


Here is the molecule C3H8S at a distorted geometry from the OMol25 dataset. Energies are from wB97M-V/def2-TZVPD.

XYZ file:
```
12
Properties=species:S:1:pos:R:3:mulliken_charge:R:1
C 0.1962 -0.8467 -1.2055 -1.055
S 1.2658 0.0043 1.6324 -0.245
C -0.7739 -0.2088 -0.2412 -0.444
H -1.6569 0.2590 -0.6947 0.304
H -0.8330 1.1607 1.5588 0.385
H -0.3092 -1.5562 -1.8626 0.319
H 0.2026 1.6771 0.2606 0.326
H 1.7910 1.1253 2.1223 0.110
H 0.5844 -0.0541 -1.8580 0.276
C -0.2034 0.7980 0.7601 -0.636
H 1.0452 -1.3709 -0.7864 0.362
H -1.3087 -0.9876 0.3144 0.299
```

Results
E_tot   -14075.70607 eV
Frontier orbital gap   9.91 eV
Relative energy (zero: lowest compared OMol25 entry of this formula, charge and spin)   5.0 kcal/mol
SMILES   CCCS
HOMO energy   -8.9 eV
LUMO energy   1.0 eV